Formula: C27H37Cl2N2O15
Source: the Open Molecules 2025 dataset
Level of theory: the ωB97M-V functional and the def2-TZVPD basis

ORCA input file:
```
! RIJCOSX wB97M-V def2-TZVPD def2/J DEFGRID3
* xyz 1 1
C 7.6952 -2.6635 -5.1188
C 8.4844 -3.6279 -4.2827
Cl 7.6259 -4.8693 -3.4635
C 9.8084 -3.5609 -4.1670
Cl 10.7755 -2.3972 -4.9639
N 10.5759 -4.4946 -3.3767
C 10.7102 -4.2981 -2.0745
C 11.4694 -5.1946 -1.3333
C 12.0431 -6.2436 -1.9943
C 11.8295 -6.3468 -3.3795
N 11.1054 -5.4986 -4.0595
H 8.0795 -2.6972 -6.1411
H 6.6394 -2.9134 -5.1074
H 7.8624 -1.6519 -4.7437
H 10.2682 -3.4479 -1.5690
H 11.5900 -5.0428 -0.2695
H 12.6556 -6.9738 -1.4820
H 12.2749 -7.1599 -3.9390
C 5.4461 -4.4283 0.0159
C 6.6414 -4.1177 0.8748
C 6.5883 -2.8106 1.6347
O 7.9872 -2.4805 1.7699
C 8.6290 -3.0425 0.7425
O 9.7693 -2.8245 0.4410
O 7.8347 -3.8954 0.0709
H 5.7023 -5.1827 -0.7282
H 4.6287 -4.8057 0.6259
H 5.0939 -3.5474 -0.5161
H 6.8625 -4.9477 1.5507
H 6.1243 -2.8836 2.6136
H 6.1093 -2.0186 1.0564
C -0.3524 -1.4911 2.2504
C 0.3566 -2.6693 1.6389
C 1.5288 -3.2250 2.4156
O 2.3360 -3.8018 1.3726
C 2.0726 -3.1174 0.2309
O 2.6980 -3.2243 -0.7775
O 1.0149 -2.3054 0.4004
H -0.9350 -0.9656 1.5011
H -1.0273 -1.8180 3.0400
H 0.3606 -0.7795 2.6723
H -0.3567 -3.4633 1.4035
H 1.2596 -3.9835 3.1451
H 2.1080 -2.4356 2.9003
C -4.4460 2.4919 -1.1194
C -4.1049 1.9197 0.2302
C -2.6405 1.6407 0.4887
O -2.7030 0.5789 1.4552
C -3.8698 -0.0876 1.2526
O -4.1371 -1.1277 1.7622
O -4.6580 0.5925 0.3980
H -5.4988 2.3461 -1.3401
H -4.2351 3.5577 -1.1458
H -3.8724 1.9994 -1.9076
H -4.5209 2.5447 1.0258
H -2.0921 2.4865 0.8948
H -2.1323 1.2661 -0.4029
C -10.7140 2.7024 -2.0175
C -9.6203 3.1650 -1.0907
C -9.8201 4.5205 -0.4487
O -8.4636 4.9427 -0.2236
C -7.6881 4.3413 -1.1535
O -6.5466 4.6111 -1.3597
O -8.3846 3.3916 -1.8100
H -10.3476 1.9102 -2.6686
H -11.5567 2.3197 -1.4430
H -11.0648 3.5182 -2.6504
H -9.4154 2.4069 -0.3297
H -10.3665 4.4947 0.4897
H -10.2914 5.2356 -1.1252
C -6.9084 6.9714 4.4189
C -8.1141 6.6140 3.5881
C -8.1064 7.1068 2.1589
O -9.5078 7.2063 1.8722
C -10.1520 7.4344 3.0458
O -11.2948 7.7377 3.1398
O -9.3032 7.2585 4.0876
H -7.1375 6.8748 5.4792
H -6.0760 6.3100 4.1799
H -6.5987 8.0015 4.2385
H -8.2933 5.5348 3.6195
H -7.6287 6.4267 1.4610
H -7.6621 8.1010 2.0696
*
```

## Properties
* E: -87330.9081 eV
* frontier orbital gap: 7.36 eV
* E_HOMO: -11.83 eV

Results of the Löwdin charge analysis, in e, for atoms 1 through 2: C -0.0942; C -0.6948